Record 1
Density functional theory data (ωB97M-V/def2-TZVPD) for 6 unconnected molecules or ions with the total composition C10H35N2O7 at a distorted geometry.

Results
maximum force: 2.3 eV/Å
electronic energy: -1037.84040 hartree
E_HOMO: -11.557 eV
frontier orbital gap: 8.282 eV

```
! RIJCOSX wB97M-V def2-TZVPD def2/J DEFGRID3
* xyz 1 1
O -1.45334 1.47636 -0.28962
H -1.49194 1.70482 0.69553
H -0.53606 1.07207 -0.50142
H -2.24170 0.99745 -0.58032
O 1.72829 2.62000 -2.66923
H 1.54894 1.82279 -2.00160
H 0.94397 2.99522 -3.10340
H 2.37929 2.39350 -3.36025
O 0.89538 0.79138 -1.15644
H 0.77948 -0.10433 -1.47819
C 0.54315 1.48299 2.59223
C -0.85829 1.29879 3.13310
C -1.66254 2.59027 3.23155
O -2.02127 3.01381 1.93419
C -2.22021 4.41779 1.77038
N -1.56557 0.34609 2.26472
H 1.17265 1.93165 3.36533
H 0.69862 2.02123 1.65082
H 1.10009 0.57223 2.33984
H -0.75503 0.87029 4.13472
H -0.93683 3.33789 3.58594
H -2.42732 2.53767 4.01034
H -2.88112 4.79052 2.55271
H -2.71292 4.64815 0.82828
H -1.22422 4.86320 1.77502
H -1.16949 -0.57388 2.36465
H -2.56365 0.28343 2.43117
C -1.70954 -4.15271 -3.41331
C -1.56658 -3.87778 -1.93456
C -1.32609 -2.37267 -1.62849
O -1.42226 -2.06779 -0.24579
C -0.20298 -2.31577 0.43724
N -2.73317 -4.40408 -1.20236
H -2.54792 -3.58382 -3.81847
H -1.86159 -5.22094 -3.55501
H -0.80815 -3.89113 -3.97104
H -0.69293 -4.37108 -1.49883
H -2.09973 -1.82111 -2.16673
H -0.30539 -2.21290 -1.99311
H -0.38522 -1.90192 1.42628
H 0.71107 -1.84652 0.06938
H -0.00781 -3.36692 0.66026
H -2.63747 -4.06824 -0.23922
H -3.56458 -3.83771 -1.40340
C 4.56221 -0.48763 -0.91750
C 4.27870 0.59903 0.10715
O 3.36050 1.54481 -0.41576
O 3.39188 -1.24860 -1.21841
H 5.32480 -1.15330 -0.51075
H 4.88184 -0.03827 -1.86188
H 5.24962 1.09064 0.22108
H 3.98107 0.21964 1.08639
H 2.41894 1.23717 -0.40313
H 2.64244 -0.65181 -1.13011
*
```


Record 2
Density functional theory data (ωB97M-V/def2-TZVPD) for 8 unconnected molecules or ions with the total composition C10H36N4O12 at a distorted geometry.

Results
maximum force: 7.7 eV/Å
electronic energy: -1524.39727 hartree
SMILES: NC(N)=O.NC(N)=O.OCCO.OCCO.OCCO.OCCO.O.O
E_HOMO: -9.528 eV
frontier orbital gap: 9.061 eV

```
! RIJCOSX wB97M-V def2-TZVPD def2/J DEFGRID3
* xyz 0 1
N -0.17894 4.22418 -0.30475
C -0.65574 5.14269 -1.01891
N -1.52966 5.80196 -0.30805
O -0.35387 5.44143 -2.15614
H 0.77599 3.90303 -0.37601
H -0.74520 4.02161 0.50668
H -1.54314 5.56767 0.67432
H -1.87619 6.69081 -0.63963
N 1.06132 -0.87226 0.09240
C 0.52047 0.34165 0.32578
N -0.30642 0.64558 -0.58297
O 0.92814 1.06045 1.21532
H 1.66410 -1.20550 0.83112
H 0.91209 -1.23868 -0.83687
H -0.31531 0.12941 -1.45106
H -0.49321 1.62656 -0.43167
O 1.22495 -3.82831 -0.26788
C 1.81275 -3.62288 -1.46321
C 2.83498 -4.68297 -1.78665
O 3.81048 -4.92937 -0.78874
H 0.29743 -3.92993 -0.49366
H 1.05417 -3.87519 -2.20416
H 2.10050 -2.57212 -1.49800
H 3.33860 -4.55947 -2.74540
H 2.25631 -5.57908 -2.01077
H 3.35116 -4.89712 0.05363
O 2.24127 3.35199 2.17856
C 1.36608 3.63470 3.33640
C 1.76650 2.56976 4.51393
O 1.65544 1.28374 3.96496
H 2.14134 2.41495 1.99539
H 1.47979 4.67836 3.62958
H 0.35594 3.71248 2.93431
H 0.97186 2.64084 5.25662
H 2.73706 2.84306 4.92799
H 0.93158 1.23807 3.33604
O 0.09199 -4.97074 2.18796
C 1.01559 -4.56865 3.26552
C 1.33952 -3.04991 3.11324
O 2.36726 -2.80424 2.06586
H 0.72546 -5.01678 1.46810
H 0.50633 -4.72605 4.21629
H 1.86579 -5.23290 3.42045
H 1.59787 -2.68713 4.10810
H 0.41653 -2.53568 2.84536
H 2.03856 -3.12205 1.22173
O -3.72621 2.61474 -4.46215
C -4.63979 1.89310 -3.58357
C -3.79375 1.49536 -2.32090
O -3.49137 2.53032 -1.36892
H -3.83681 3.55505 -4.30345
H -5.44062 2.63107 -3.53695
H -5.10432 0.99520 -3.99113
H -2.80073 1.20572 -2.66458
H -4.06283 0.61710 -1.73410
H -2.73147 3.02895 -1.67797
O -0.64087 -0.73659 -3.36828
H 0.21621 -0.93274 -3.74666
H -1.16986 -0.44473 -4.11071
O -2.44683 -2.14328 -1.69647
H -1.81870 -1.78507 -2.32366
H -2.06962 -2.98220 -1.43158
*
```


Record 3
Density functional theory data (ωB97M-V/def2-TZVPD) for 8 unconnected molecules or ions with the total composition C10H36O8.

Results
maximum force: 0.9 eV/Å
electronic energy: -1004.38403 hartree
SMILES: CCO.CCO.CO.CO.CO.CO.CO.CO
E_HOMO: -9.483 eV
frontier orbital gap: 9.713 eV

```
! RIJCOSX wB97M-V def2-TZVPD def2/J DEFGRID3
* xyz 0 1
C -0.19003 4.44895 1.91621
C -1.57462 4.09387 2.37708
O -2.22337 3.24376 1.42611
H 0.33133 5.04830 2.65971
H -0.23974 5.02111 0.98606
H 0.36058 3.53537 1.68214
H -2.18081 5.00338 2.48436
H -1.55507 3.60903 3.35946
H -2.89755 2.75125 1.90074
C -0.76409 -0.56443 0.59247
C -0.04441 0.67673 1.08419
O 1.14646 0.32270 1.78037
H -1.07322 -1.18045 1.44034
H -0.12220 -1.20367 -0.01574
H -1.67357 -0.27882 0.06479
H -0.76932 1.24155 1.67248
H 0.27087 1.31206 0.25012
H 1.72818 1.10202 1.78001
C 3.93200 3.13382 0.98262
O 2.96509 2.50146 1.80460
H 3.60271 4.13535 0.69964
H 4.92784 3.16075 1.43134
H 4.06143 2.56123 0.06552
H 3.00545 2.85679 2.69666
C 0.25224 -3.31397 2.55389
O 1.01312 -4.46654 2.92244
H -0.61971 -3.13995 3.18897
H 0.90941 -2.45081 2.64096
H -0.05869 -3.40533 1.51012
H 0.44426 -5.22999 2.78563
C 1.79371 2.91754 -1.67868
O 3.01704 3.12634 -2.35179
H 0.98440 3.52252 -2.09845
H 1.49050 1.86944 -1.65235
H 1.85734 3.24015 -0.64057
H 3.03622 2.56681 -3.13073
C 1.03870 -4.16658 -1.87039
O 0.51561 -2.86881 -2.19395
H 1.46375 -4.59328 -2.78329
H 1.87219 -4.09965 -1.16983
H 0.23503 -4.78099 -1.48571
H 1.28036 -2.30308 -2.34308
C -3.49837 -3.46123 -0.36043
O -3.83704 -2.20882 -0.90539
H -2.91582 -4.07049 -1.05902
H -2.94154 -3.37277 0.58240
H -4.41960 -3.99836 -0.12074
H -3.12988 -1.93632 -1.51630
C -1.95143 -1.57861 -4.32412
O -1.92156 -1.67408 -2.90315
H -1.68041 -2.55294 -4.73989
H -2.96800 -1.33132 -4.61633
H -1.26591 -0.82243 -4.71174
H -1.01983 -1.94858 -2.64978
*
```